1.
A 8-piece molecular cluster, C50H75F2N2O21 overall in a non-equilibrium geometry, computed with ωB97M-V/def2-TZVPD.

The geometry in XYZ format:
```
150
Properties=species:S:1:pos:R:3
C 3.8911 -0.3564 2.8834
C 2.4177 -0.3871 3.5754
O 1.3746 0.1923 2.7487
C 1.2659 -0.6724 1.5989
C -0.1376 -0.4685 0.8250
C -1.1517 -1.6568 1.0097
F -0.7930 -2.7756 1.8161
C -2.5533 -1.5702 0.3046
C -3.5775 -2.7573 0.5573
O -3.6183 -3.2252 1.7303
O -4.4894 -3.3154 -0.3931
C -5.5947 -2.4553 -0.6505
O -6.0150 -1.7009 0.2553
N -6.2050 -2.5794 -2.0127
C -6.2064 -1.2926 -2.7239
O -6.2459 -1.3290 -3.9749
F -6.1332 -0.0267 -2.0848
C -2.7882 -0.3087 -0.5618
C -1.7149 0.8464 -0.7037
O -2.1112 1.9349 -1.4751
C -1.4396 2.1440 -2.7297
C -0.9445 0.8830 -3.5717
C 0.5170 0.3030 -3.1136
C -2.0466 -0.2768 -3.8130
C -1.5476 -1.7683 -3.4830
C -0.6259 -2.4425 -4.6108
C -2.9094 -2.6801 -3.3639
N -0.4462 0.7166 0.0216
C 0.5131 1.8550 -0.0918
C -0.1644 3.0964 0.7441
C -0.1507 4.4887 -0.0644
O -1.4710 4.7778 -0.5711
C -2.3026 5.4133 0.4348
H 4.7393 -0.3876 3.6470
H 4.0230 0.5821 2.2243
H 3.9911 -1.3151 2.2384
H 2.1822 -1.4834 3.8682
H 2.5386 0.2003 4.5633
H 1.4438 -1.7792 1.8561
H 2.0798 -0.4129 0.8105
H -7.1613 -2.9656 -1.9264
H -3.8009 -0.2034 -1.1057
H -0.5400 2.8755 -2.6574
H -2.1872 2.7091 -3.4162
H -0.7263 1.2988 -4.6344
H 0.9471 -0.2794 -4.0183
H 1.2605 1.1825 -2.9658
H 0.4674 -0.3418 -2.1738
H -3.0278 0.0161 -3.2649
H -2.3437 -0.2860 -4.9360
H -1.0886 -1.8064 -2.4189
H -1.1163 -3.2787 -5.2101
H -0.1748 -1.6518 -5.3270
H 0.2820 -2.9011 -4.0614
H -2.9391 -3.5363 -4.1187
H -2.9317 -3.1587 -2.3210
H -3.8067 -2.0052 -3.5889
H 1.5264 1.6845 0.4033
H 0.7193 2.2073 -1.1563
H -1.2017 2.7944 1.1459
H 0.4826 3.2615 1.6937
H 0.6452 4.4324 -0.9008
H 0.2342 5.3096 0.6589
H -2.8193 6.3351 -0.0043
H -3.0993 4.6552 0.7586
H -1.7434 5.7339 1.3851
O 7.1106 -1.4910 3.7062
C 7.1308 -0.9326 4.7753
O 6.4397 0.2078 5.0505
C 6.7742 0.6580 6.3710
C 7.2896 -0.5655 7.0891
C 7.9412 -1.3514 5.9706
H 7.5321 1.4430 6.2903
H 5.8880 1.0714 6.8537
H 7.9648 -0.3296 7.9086
H 6.4498 -1.1371 7.4979
H 8.9817 -1.0551 5.8173
H 7.8670 -2.4260 6.1379
O 0.4280 -4.2556 -2.2776
C 0.9457 -5.1012 -2.9728
O 0.8447 -5.1438 -4.3310
C 1.4831 -6.3315 -4.8163
C 2.4519 -6.7347 -3.7310
C 1.7465 -6.2730 -2.4743
H 0.7166 -7.0920 -4.9929
H 1.9916 -6.1168 -5.7575
H 2.6849 -7.8008 -3.7368
H 3.3905 -6.1836 -3.8486
H 1.0631 -7.0331 -2.0879
H 2.4553 -5.9651 -1.7053
O 7.7814 1.1592 9.3959
C 7.3288 2.2767 9.4365
O 6.3039 2.7130 8.6543
C 6.0952 4.1119 8.8819
C 6.6878 4.3856 10.2438
C 7.8303 3.3949 10.3083
H 6.5984 4.6731 8.0888
H 5.0271 4.3342 8.8488
H 6.9986 5.4232 10.3773
H 5.9542 4.1507 11.0216
H 8.7471 3.8013 9.8743
H 8.0061 3.0496 11.3270
O -8.3646 -0.6093 5.9918
C -8.6749 -0.8844 4.8616
O -9.5819 -0.1820 4.1275
C -9.7926 -0.8426 2.8752
C -8.5599 -1.6888 2.6600
C -8.1666 -2.0605 4.0733
H -10.7033 -1.4449 2.9472
H -9.9218 -0.1002 2.0854
H -8.7367 -2.5502 2.0131
H -7.7688 -1.0832 2.2065
H -8.6761 -2.9651 4.4137
H -7.0864 -2.1649 4.1758
O 0.1430 2.3514 -6.2269
C -0.1732 2.0867 -7.3620
O -1.0856 2.7918 -8.0804
C -1.3015 2.1446 -9.3402
C -0.0667 1.3069 -9.5730
C 0.3361 0.9219 -8.1661
H -2.2089 1.5374 -9.2693
H -1.4391 2.8954 -10.1201
H -0.2433 0.4525 -10.2285
H 0.7188 1.9215 -10.0244
H -0.1676 0.0110 -7.8327
H 1.4174 0.8216 -8.0706
O 2.4735 -4.2591 -7.5683
C 3.4967 -3.8716 -7.0646
O 4.0549 -4.4250 -5.9527
C 5.1988 -3.6554 -5.5635
C 5.6284 -2.9220 -6.8122
C 4.3139 -2.6971 -7.5280
H 4.9032 -2.9726 -4.7610
H 5.9800 -4.3209 -5.1915
H 6.1775 -2.0022 -6.6037
H 6.2708 -3.5679 -7.4192
H 3.8266 -1.7741 -7.2044
H 4.4385 -2.7082 -8.6107
O -2.7250 6.3753 4.2755
C -3.8613 5.9677 4.2916
O -4.9615 6.7652 4.2287
C -6.1387 5.9643 4.3827
C -5.7208 4.5651 3.9975
C -4.2710 4.5265 4.4302
H -6.4698 6.0277 5.4235
H -6.9305 6.3469 3.7362
H -6.3368 3.7899 4.4568
H -5.7828 4.4453 2.9108
H -4.1656 4.2248 5.4750
H -3.6749 3.8845 3.7813
```

The value obtained for the frontier orbital gap is 6.93 eV. The HOMO energy comes out at -11.41 eV. As for the strongest force on any atom: 0.1149 hartree/bohr. For the total energy, the calculation gives -104464.025 eV. The charge is +1. The value obtained for the LUMO energy is -4.483 eV. The value obtained for the energy above the lowest of the compared OMol25 structures with the same formula, charge and spin is 0.000 eV. The molar mass is 1078.1 g/mol.

These are the Mulliken partial charges, in e, on atoms 1 to 2: atom 1 (C): -0.26, atom 2 (C): -0.31


2.
A 5-piece molecular cluster, C35H75N2O13S4 overall in a non-equilibrium geometry, computed with ωB97M-V/def2-TZVPD.

The geometry in XYZ format:
```
129
Properties=species:S:1:pos:R:3
C 2.8008 -2.7069 2.0017
C 4.1884 -3.2455 1.4521
C 4.1269 -3.4518 -0.1397
C 4.9970 -2.3897 -0.9092
C 4.1544 -1.1284 -1.4125
C 4.1916 0.0079 -0.3207
C 4.0225 1.4684 -0.8781
C 2.6651 1.6845 -1.7373
C 1.4979 1.0014 -0.9371
C 0.0627 1.6343 -1.1922
C -0.5831 2.1958 0.1484
C -1.8925 1.4490 0.6083
N -1.6955 0.3579 1.6239
C -0.3703 -0.3663 1.4294
N -1.5587 1.0338 2.8891
C -2.8506 -0.5719 1.7933
C -3.1490 -1.5005 0.5647
C -4.7045 -1.8371 0.6378
O -2.3131 -2.6476 0.6854
C -2.5884 -3.6489 -0.2928
C -2.3983 -3.2087 -1.7719
C -3.0808 -4.0214 -2.7953
C -2.9576 -3.7066 -4.1982
C -2.1667 -2.5549 -4.6344
C -1.4620 -1.7461 -3.6589
C -1.5911 -2.1101 -2.2413
H 1.9758 -2.8168 1.2408
H 2.9233 -1.6109 2.2092
H 2.4629 -3.2720 2.9140
H 4.4331 -4.2165 1.9623
H 5.0312 -2.5370 1.6327
H 3.0642 -3.5041 -0.4984
H 4.5803 -4.4689 -0.3124
H 5.4791 -2.8685 -1.8080
H 5.8565 -2.0417 -0.2717
H 4.6978 -0.7511 -2.3165
H 3.1194 -1.4863 -1.6487
H 5.2007 -0.0557 0.1789
H 3.4512 -0.2095 0.4987
H 3.9360 2.1431 0.0235
H 4.9405 1.7626 -1.4532
H 2.7731 1.2361 -2.7629
H 2.5394 2.7987 -1.8113
H 1.4529 -0.0944 -1.1718
H 1.7583 1.0977 0.1553
H 0.2029 2.4969 -1.8928
H -0.6411 0.9066 -1.6795
H -0.8885 3.2567 -0.0764
H 0.1853 2.2899 0.9666
H -2.4450 1.1378 -0.3084
H -2.5376 2.2222 1.1121
H -0.4431 -1.3385 1.9876
H -0.2696 -0.6529 0.3467
H 0.4975 0.2369 1.7662
H -0.7471 1.6550 2.8777
H -1.3787 0.3171 3.6041
H -3.7817 -0.0006 2.0552
H -2.6385 -1.2266 2.6783
H -3.0212 -0.9121 -0.3799
H -5.2278 -0.8398 0.6761
H -5.0612 -2.3244 -0.3091
H -4.9617 -2.4372 1.5471
H -3.5884 -4.1529 -0.1579
H -1.8368 -4.4707 -0.1113
H -3.6830 -4.8922 -2.4583
H -3.4918 -4.3681 -4.9162
H -2.0778 -2.2647 -5.7052
H -0.8467 -0.8686 -3.9435
H -1.0579 -1.4666 -1.4980
O -6.9190 -3.8958 1.9143
S -7.3629 -5.1641 1.4067
O -7.7139 -5.3357 0.0281
O -8.5613 -5.7025 2.3209
C -9.7219 -4.8713 2.4846
C -10.5806 -4.8396 1.2337
C -6.1770 -6.4019 1.8317
H -9.4280 -3.8634 2.7876
H -10.3005 -5.2981 3.3040
H -10.0550 -4.3646 0.4047
H -11.4996 -4.2789 1.4111
H -10.8352 -5.8525 0.9171
H -5.9226 -6.3058 2.8850
H -5.2943 -6.2364 1.2150
H -6.5994 -7.3820 1.6185
O -2.2346 -0.5330 6.7875
S -3.2926 -0.0790 7.6490
O -4.5737 -0.7184 7.6583
O -3.5008 1.4970 7.4259
C -3.7799 1.9499 6.0976
C -5.1960 1.6104 5.6675
C -2.6969 -0.0046 9.3084
H -3.0461 1.5442 5.3960
H -3.6606 3.0339 6.0980
H -5.3401 0.5316 5.5969
H -5.4163 2.0415 4.6890
H -5.9181 1.9857 6.3941
H -1.7380 0.5086 9.3209
H -2.5799 -1.0288 9.6606
H -3.4289 0.5172 9.9218
O 6.0531 5.5271 -2.1868
S 5.0063 5.9985 -1.3252
O 3.7215 5.3558 -1.2744
O 4.7920 7.5667 -1.5687
C 4.4866 8.0137 -2.8995
C 3.0641 7.6719 -3.3029
C 5.6311 6.1035 0.3229
H 5.2077 7.6065 -3.6122
H 4.6077 9.0971 -2.9021
H 2.9202 6.5928 -3.3687
H 2.8264 8.1001 -4.2778
H 2.3544 8.0487 -2.5640
H 6.5900 6.6166 0.3084
H 5.7545 5.0860 0.6922
H 4.9104 6.6371 0.9398
O 8.6450 2.1248 -5.8848
S 7.3721 2.2631 -6.5275
O 6.8286 3.5504 -6.8456
O 6.2764 1.4271 -5.7015
C 6.0995 1.7308 -4.3115
C 5.3759 3.0480 -4.1024
C 7.3560 1.2790 -7.9936
H 7.0629 1.7244 -3.7950
H 5.5009 0.9229 -3.8861
H 5.9711 3.8853 -4.4651
H 5.1705 3.2155 -3.0456
H 4.4334 3.0603 -4.6549
H 7.7349 0.2864 -7.7611
H 8.0019 1.7670 -8.7224
H 6.3376 1.2306 -8.3744
```

The value obtained for the frontier orbital gap is 9.24 eV. The HOMO energy comes out at -11.29 eV. As for the strongest force on any atom: 0.0556 hartree/bohr. For the total energy, the calculation gives -110439.218 eV. The charge is +1. The value obtained for the LUMO energy is -2.048 eV. The molar mass is 860.3 g/mol.

These are the Mulliken partial charges, in e, on atoms 1 to 2: atom 1 (C): -0.71, atom 2 (C): -0.48